Record 1
Molecular formula: H6N3O12Zn2
Method: DFT, wB97M-V/def2-TZVPD

Output
**Net charge**: +1
**E_tot**: -125951.20106 eV

Last column: Mulliken charge in e.
Geometry (Å):
Zn: 1.7829 1.4098 1.5192  0.9863
Zn: 0.6192 -1.8575 -1.9277  1.3009
N: 2.6339 -1.5900 0.5708  0.8694
O: 1.9475 -1.7724 -0.3952  -0.4425
O: 2.4894 -0.5359 1.1596  -0.4214
O: 3.5767 -2.3581 0.7824  -0.4524
N: -0.8681 0.3878 -0.0104  1.0068
O: -1.9896 0.7293 -0.0143  -0.5226
O: -0.4591 -0.3222 -0.8529  -0.5872
O: -0.1725 0.7639 0.9556  -0.5249
N: 1.9392 0.5318 -3.6549  0.8979
O: 2.9662 0.3648 -4.2332  -0.5262
O: 1.4068 -0.3907 -3.0934  -0.4725
O: 1.4919 1.6807 -3.5280  -0.5765
O: -4.1657 0.4767 -2.2044  -0.6138
H: -4.7772 -0.2496 -2.0830  0.3152
H: -3.6083 0.4537 -1.4266  0.3546
O: -2.9764 0.1571 2.6837  -0.6092
H: -2.5877 0.5476 1.9010  0.3670
H: -2.4664 -0.6391 2.8333  0.2831
O: 1.1511 0.9708 3.3697  -0.3225
H: 1.2687 1.1599 4.3006  0.3110
H: 0.7978 0.0814 3.3482  0.3796

Record 2
Molecular formula: H6NO
Method: DFT, wB97M-V/def2-TZVPD

Output
**Net charge**: +1
**ΔE to the lowest compared entry with this formula, charge and spin**: 87.9 kJ/mol

Last column: Mulliken charge in e.
Geometry (Å):
O: 1.3931 -2.6984 2.0457  -0.6368
H: 2.0741 -3.2809 1.6391  0.3392
H: 0.7325 -2.5528 1.3310  0.2982
N: -0.8399 1.7063 -1.0032  -0.5737
H: -0.2496 0.9252 -0.6584  0.3809
H: -1.3004 1.4270 -1.8905  0.3975
H: -0.2463 2.5415 -1.1694  0.3988
H: -1.5636 1.9322 -0.2942  0.3958

Record 3
Molecular formula: H6NO
Method: DFT, wB97M-V/def2-TZVPD

Output
**Net charge**: +1
**ΔE to the lowest compared entry with this formula, charge and spin**: 73.9 kJ/mol

Last column: Mulliken charge in e.
Geometry (Å):
O: -0.5003 -4.9996 -2.9044  -0.6654
H: -0.5670 -5.8390 -2.3951  0.3359
H: -1.4260 -4.7956 -3.1685  0.3305
N: 0.0000 0.0000 0.0000  -0.5766
H: -0.2650 -0.3816 0.9283  0.3932
H: -0.6944 0.7141 -0.2921  0.3952
H: 0.0202 -0.7686 -0.6974  0.3915
H: 0.9399 0.4362 0.0607  0.3956

Record 4
Molecular formula: H6NPSi
Method: DFT, wB97M-V/def2-TZVPD

Output
**ΔE to the lowest compared entry with this formula, charge and spin**: 106.0 kJ/mol

Last column: Mulliken charge in e.
Geometry (Å):
N: -1.5528 -0.5822 0.0265  -0.6410
P: -0.7513 0.8902 -0.1720  0.0704
Si: 1.3672 0.2678 -0.1000  0.2617
H: -2.2118 -0.4807 0.8756  0.2822
H: -0.8930 -1.2602 0.4339  0.2671
H: -1.2652 1.0736 -1.4526  0.0290
H: 2.0426 -0.5904 -1.1853  -0.0773
H: 2.1632 1.2932 0.4976  -0.0806
H: 1.1011 -0.6114 1.0763  -0.1114

Record 5
Molecular formula: H6Na3O4
Method: DFT, wB97M-V/def2-TZVPD

Output
**Net charge**: +1
**ΔE to the lowest compared entry with this formula, charge and spin**: 0.0 kJ/mol

Last column: Mulliken charge in e.
Geometry (Å):
Na: -18.2710 9.9519 4.6158  0.8888
Na: -14.6674 9.7320 5.2897  0.8116
Na: -16.6207 12.0347 6.4827  0.9487
O: -15.3704 9.7360 3.0131  -0.8027
H: -15.9136 10.2164 3.6679  -0.0186
O: -16.8038 9.6227 6.3157  -1.2656
H: -16.8881 9.4363 7.2711  0.3056
O: -18.7544 7.5543 6.5250  -0.5311
H: -19.3617 8.1115 6.0382  0.2469
H: -18.0483 8.1436 6.7904  0.2844
O: -15.5448 7.2719 6.0052  -0.6066
H: -15.5687 7.0139 6.9267  0.3307
H: -16.0542 8.0815 5.9694  0.4080

Record 6
Molecular formula: H6O2S
Method: DFT, wB97M-V/def2-TZVPD

Output
**ΔE to the lowest compared entry with this formula, charge and spin**: 184.0 kJ/mol

Last column: Mulliken charge in e.
Geometry (Å):
O: 0.9758 0.0108 1.7652  -0.5804
H: 0.7514 0.9241 1.5765  0.3421
H: 1.0703 -0.4342 0.9031  0.3153
O: -1.2689 1.1331 0.6085  -0.6098
H: -0.8080 0.7989 -0.1972  0.2981
H: -1.7239 0.3337 0.9423  0.3406
S: 0.1117 -1.0009 -1.0120  -0.4768
H: 0.2646 -1.4647 -2.3980  0.1808
H: 0.6270 -0.3007 -2.1883  0.1902